Record 1
ORCA calculation (ωB97M-V/def2-TZVPD) on C28H28CoFI2N4O as an isolated structure in a non-equilibrium geometry.

Element x y z (Å)
Co1 -0.5877 -0.9655 -0.5535
I1 -6.4440 -4.4836 1.4304
C1 -4.6609 -3.4186 1.4034
C2 -3.5132 -3.9837 1.9391
C3 -2.3125 -3.2841 1.8924
I2 -0.6421 -4.0731 2.8334
C4 -2.2457 -2.0277 1.2938
O1 -1.1214 -1.3147 1.1949
C5 -3.4329 -1.4431 0.8349
C6 -3.3809 -0.0108 0.3815
N1 -2.3924 0.2287 -0.6781
C7 -2.2933 1.6326 -1.0444
C8 -1.1193 1.7947 -1.9713
C9 -0.9121 2.9224 -2.7553
C10 0.1970 2.9662 -3.5750
C11 1.0561 1.8759 -3.6110
C12 0.7757 0.7981 -2.7992
N2 -0.2837 0.7625 -1.9835
C13 -4.6307 -2.1391 0.8688
H1 -3.5449 -4.9627 2.3956
H2 -3.1061 0.6369 1.2193
H3 -4.3801 0.2913 0.0463
H4 -2.6250 -0.3277 -1.5022
H5 -2.1489 2.2233 -0.1374
H6 -3.2014 2.0107 -1.5300
H7 -1.6153 3.7436 -2.7126
H8 0.3893 3.8372 -4.1877
H9 1.9247 1.8604 -4.2539
H10 1.4072 -0.0806 -2.7909
H11 -5.5358 -1.6769 0.4955
C14 -0.0270 1.0239 3.3921
C15 -0.4743 1.5933 2.0455
C16 0.6928 2.0976 1.2402
C17 1.0628 3.4303 1.3498
C18 2.1888 3.9188 0.7028
C19 2.9595 3.0559 -0.0503
C20 2.6279 1.7073 -0.1858
C21 3.5297 0.8556 -1.0536
C22 4.8666 0.5149 -0.3941
C23 1.4795 1.2367 0.4602
N3 1.0686 -0.1283 0.2967
C24 1.9180 -1.0631 0.6083
C25 1.6135 -2.3678 0.1889
C26 2.2235 -3.6201 0.2127
C27 1.3561 -4.4778 -0.4690
C28 0.2550 -3.7149 -0.8852
N4 0.4361 -2.4485 -0.5065
H12 -0.8834 0.6875 3.9775
H13 0.5200 1.7689 3.9734
H14 0.6244 0.1623 3.2387
H15 -1.1734 2.4208 2.2023
H16 -1.0028 0.8022 1.5216
H17 0.4547 4.0892 1.9592
H18 2.4621 4.9621 0.7904
H19 3.8397 3.4273 -0.5636
H20 3.7323 1.4172 -1.9705
H21 3.0297 -0.0627 -1.3592
H22 5.4170 1.4231 -0.1440
H23 5.4893 -0.0859 -1.0572
H24 4.7279 -0.0423 0.5327
H25 2.8302 -0.8268 1.1485
H26 3.1667 -3.8641 0.6743
H27 1.4878 -5.5315 -0.6503
H28 -0.6168 -4.0100 -1.4446
F1 -1.5019 -1.7440 -1.9254

Cartesian forces, eV/Å:
-0.77 1.96 -0.05
-0.15 -0.09 0.01
0.20 0.02 0.03
-0.01 0.07 -0.03
-0.21 -0.13 0.05
0.12 0.01 -0.04
0.26 0.47 -0.10
-0.27 -0.84 0.14
-0.32 -0.02 -0.14
-0.12 0.03 -0.04
0.07 0.12 0.22
0.04 0.07 -0.09
0.01 -0.12 0.19
-0.07 -0.02 0.10
0.06 0.04 -0.06
0.01 0.04 -0.01
-0.17 -0.04 0.03
0.65 -0.36 -0.61
0.15 0.06 0.02
-0.01 -0.01 0.00
-0.02 -0.08 0.03
0.02 0.05 0.01
-0.01 -0.09 0.02
0.09 0.04 0.03
-0.02 -0.06 0.04
0.00 0.00 -0.01
-0.01 -0.01 -0.01
0.00 0.01 0.00
-0.02 -0.01 -0.03
-0.01 -0.01 -0.01
0.05 0.00 0.02
-0.04 0.02 0.00
0.01 0.02 0.04
0.01 0.03 -0.06
-0.04 -0.03 0.04
0.03 -0.03 -0.01
0.09 0.10 -0.12
0.01 0.00 -0.04
0.02 0.06 0.06
-0.32 -0.33 0.12
0.08 0.35 0.38
-0.10 0.00 -0.03
0.06 0.07 0.00
-0.07 -0.23 0.01
0.06 0.05 0.05
0.16 0.03 -0.07
0.92 -0.79 -0.16
-0.01 0.00 -0.01
-0.01 0.00 0.00
-0.01 -0.01 0.00
0.02 0.01 0.05
0.06 0.01 -0.07
0.01 0.01 0.01
0.00 0.01 0.00
0.00 0.00 0.00
-0.01 -0.02 -0.01
0.02 0.00 0.05
0.00 0.00 0.00
-0.01 0.00 -0.02
0.01 -0.01 0.00
0.03 0.02 -0.06
0.01 -0.02 0.01
0.02 -0.01 0.02
-0.02 0.02 -0.01
-0.52 -0.44 0.11

E_tot: -94045.009 eV
Orbital gap (spin up / spin down): 7.54 / 7.48 eV
LUMO level (spin up / spin down): -0.15 / -0.22 eV
Relative energy (zero: lowest compared OMol25 entry of this formula, charge and spin): 22.31 kcal/mol

Here are the Mulliken charges for atoms 1 to 5, given in e: Co -0.08; I 0.06; C -0.43; C -0.26; C -0.33

=====

Record 2
ORCA calculation (ωB97M-V/def2-TZVPD) on C28H28CoN9OS2Si as an isolated structure in a non-equilibrium geometry.

Element x y z (Å)
Co1 -1.0142 0.2374 0.3133
N1 -0.7420 2.4243 3.9664
C1 -1.1740 2.4890 2.6974
N2 -1.0991 1.3092 2.1426
C2 -0.5760 0.4938 3.1399
N3 -0.3511 1.1568 4.2815
C3 -0.3310 -0.8738 2.8492
C4 0.2566 -1.7744 3.7510
N4 0.4788 -3.0382 3.4797
C5 0.0881 -3.4451 2.2243
C6 -0.4711 -2.5862 1.3098
N5 -0.7078 -1.2916 1.5701
H1 -0.6645 3.1576 4.6437
H2 -1.5285 3.3963 2.2326
H3 0.5452 -1.4096 4.7345
H4 0.2588 -4.4871 1.9837
H5 -0.7576 -2.9344 0.3231
S1 -2.1942 -1.0375 -1.4224
C7 -1.8202 -0.0559 -2.7834
C8 -1.8052 -0.5969 -4.0796
C9 -1.4453 0.1517 -5.1898
C10 -1.4913 -0.4498 -6.4814
N6 -1.5499 -0.9541 -7.5134
C11 -1.0589 1.5001 -5.0321
C12 -1.1219 2.0633 -3.7566
C13 -1.5174 1.3233 -2.6603
S2 -1.5915 2.1362 -1.0821
C14 -0.6019 2.2740 -6.1312
N7 -0.2113 2.9077 -7.0104
H6 -2.0856 -1.6340 -4.2034
H7 -0.8602 3.1049 -3.6225
C15 5.1321 -0.8131 1.4555
N8 3.7304 -0.6992 1.8450
N9 2.8357 -0.6732 0.7692
C16 1.9368 0.3765 0.9238
O1 1.0265 0.6160 0.1376
C17 2.3267 1.0326 2.1411
C18 3.3974 0.3864 2.6449
C19 4.1982 0.6821 3.8619
C20 2.7032 -1.7887 -0.0739
C21 3.1559 -3.0410 0.3403
C22 3.0535 -4.1296 -0.5086
C23 2.4691 -3.9957 -1.7586
C24 1.9860 -2.7549 -2.1519
C25 2.1107 -1.6502 -1.3287
H8 5.2435 -1.6240 0.7419
H9 5.7247 -1.0398 2.3398
H10 5.4983 0.1135 0.9978
H11 1.8075 1.8682 2.5799
H12 3.6252 1.3267 4.5249
H13 5.1340 1.1907 3.6175
H14 4.4384 -0.2384 4.3945
H15 3.5387 -3.1676 1.3440
H16 3.4138 -5.0968 -0.1807
H17 2.3750 -4.8484 -2.4186
H18 1.5023 -2.6442 -3.1141
H19 1.7242 -0.6902 -1.6366
C26 -4.6559 1.8241 -2.2437
Si1 -3.7440 2.0241 -0.6070
C27 -4.0673 3.7687 0.0823
C28 -4.2961 0.7929 0.7129
H20 -5.7289 1.9750 -2.0943
H21 -4.5076 0.8248 -2.6531
H22 -4.3074 2.5495 -2.9815
H23 -4.6467 3.7104 1.0066
H24 -4.6430 4.3603 -0.6329
H25 -3.1440 4.3095 0.2957
H26 -4.9021 1.2860 1.4784
H27 -3.4273 0.3446 1.1956
H28 -4.8732 -0.0245 0.2790

Cartesian forces, eV/Å:
-1.08 0.13 -0.45
-0.01 0.05 -0.20
0.01 0.04 0.20
0.16 -0.09 0.13
-0.15 0.18 0.15
0.08 -0.11 0.01
-0.03 -0.23 0.03
-0.08 -0.03 -0.08
0.14 0.08 0.28
-0.04 -0.03 -0.18
-0.04 -0.12 0.25
0.41 -0.23 0.32
-0.04 0.04 0.04
0.01 -0.01 0.00
0.02 -0.01 0.00
-0.02 0.03 -0.07
0.04 0.01 -0.04
-0.02 0.06 -0.05
-0.02 0.00 0.30
0.03 0.06 -0.30
0.02 0.32 0.61
0.03 -0.22 -0.40
0.02 0.02 0.03
-0.14 -0.33 0.30
0.00 0.03 -0.15
-0.07 0.03 -0.10
-0.13 -0.09 -0.11
0.13 0.24 -0.35
-0.05 -0.01 0.05
0.01 0.00 -0.02
0.00 0.01 -0.04
0.09 0.08 -0.05
-0.06 -0.21 0.11
0.16 0.46 0.10
-0.06 -0.20 -0.39
0.69 0.16 -0.06
0.24 0.18 0.42
-0.25 0.00 -0.18
0.05 0.00 0.04
-0.06 -0.40 -0.20
-0.05 0.12 0.14
-0.02 -0.08 -0.08
-0.02 0.06 -0.02
0.00 -0.11 -0.03
-0.01 0.18 0.06
0.00 -0.05 0.03
-0.02 0.00 0.00
-0.02 -0.01 -0.02
-0.03 -0.05 -0.01
-0.01 0.00 -0.01
0.00 -0.02 -0.02
-0.01 0.01 0.02
0.02 0.03 0.00
-0.02 0.01 0.04
0.01 -0.01 0.03
0.00 0.03 0.01
0.01 -0.01 0.01
0.07 -0.02 0.22
-0.08 0.09 -0.08
-0.05 -0.18 0.02
0.10 0.06 -0.18
0.00 0.00 0.04
0.01 -0.03 0.03
0.01 0.02 0.04
-0.01 0.02 -0.01
0.06 0.03 -0.03
0.02 0.00 -0.03
0.01 0.05 -0.06
0.01 0.00 0.05
0.03 0.01 -0.08

E_tot: -112126.736 eV
Orbital gap (spin up / spin down): 4.38 / 5.58 eV
LUMO level (spin up / spin down): 2.33 / 2.33 eV
Charge: -1
Relative energy (zero: lowest compared OMol25 entry of this formula, charge and spin): 14.07 kcal/mol
2S+1: 4

Here are the Mulliken charges for atoms 1 to 5, given in e: Co 0.12; N 0.11; C -0.31; N 0.20; C 0.04

=====

Record 3
ORCA calculation (ωB97M-V/def2-TZVPD) on C28H28FeN6O10 as an isolated structure.

Element x y z (Å)
Fe1 0.1371 0.2268 1.2297
C1 -0.3445 -4.6514 4.2264
O1 -0.3818 -3.3240 3.7665
C2 -1.6072 -2.7802 3.5339
C3 -2.8031 -3.4130 3.7911
C4 -4.0278 -2.7751 3.5133
C5 -4.0284 -1.5111 2.9859
C6 -2.8204 -0.8490 2.6981
C7 -2.8563 0.5195 2.2296
N1 -1.7882 1.1193 1.8592
N2 -1.8284 2.4634 1.6146
C8 -0.5799 2.8839 1.6412
O2 0.4379 2.1139 1.8210
C9 -0.3073 4.3316 1.4450
C10 1.0031 4.7568 1.2689
C11 1.2798 6.0996 1.0622
C12 0.2475 7.0246 1.0354
C13 -1.0644 6.6024 1.2132
C14 -1.3431 5.2617 1.4156
C15 -1.5737 -1.4714 2.9599
O3 -0.4190 -0.9443 2.6986
H1 0.7076 -4.9180 4.2961
H2 -0.8097 -4.7522 5.2137
H3 -0.8430 -5.3324 3.5285
H4 -2.8140 -4.4097 4.2090
H5 -4.9558 -3.2868 3.7306
H6 -4.9602 -0.9950 2.7856
H7 -3.7941 1.0786 2.2574
H8 1.7902 4.0169 1.2807
H9 2.3019 6.4191 0.9091
H10 0.4621 8.0732 0.8711
H11 -1.8726 7.3224 1.1917
H12 -2.3580 4.9155 1.5516
O4 1.9530 -2.7304 -0.6486
C16 1.9997 -1.6055 -0.1591
O5 1.4027 -1.2651 0.9344
C17 2.8246 -0.5300 -0.8320
C18 4.0281 -0.8737 -1.3872
C19 4.8021 0.0985 -2.0285
C20 4.3422 1.3914 -2.1686
C21 3.1013 1.7253 -1.6640
C22 2.2945 0.8048 -0.9222
O6 1.1881 1.1168 -0.4024
N3 2.6406 3.0803 -1.9414
O7 3.4911 3.9403 -2.1284
O8 1.4481 3.3044 -1.9272
N4 6.0885 -0.2586 -2.5925
O9 6.7438 0.6161 -3.1366
O10 6.5005 -1.3918 -2.4052
H13 4.3692 -1.8972 -1.3333
H14 4.9270 2.1353 -2.6885
C23 -0.3768 -3.3440 -3.5683
C24 -1.6835 -2.8981 -2.9231
N5 -1.5931 -1.5976 -2.2804
C25 -1.6523 -0.4243 -3.1442
C26 -0.2952 0.1747 -3.5034
C27 -1.2503 -1.4759 -0.9777
C28 -1.1195 -2.7194 -0.1568
N6 -1.0619 -0.3344 -0.4121
H15 -0.4570 -4.3807 -3.8956
H16 0.4504 -3.2635 -2.8570
H17 -0.1385 -2.7377 -4.4414
H18 -2.0045 -3.6298 -2.1861
H19 -2.4828 -2.8379 -3.6674
H20 -2.2861 0.3309 -2.6688
H21 -2.1784 -0.7312 -4.0507
H22 0.2687 0.4550 -2.6135
H23 -0.4383 1.0769 -4.0982
H24 0.3070 -0.5275 -4.0777
H25 -2.0992 -3.1764 -0.0049
H26 -0.6846 -2.4683 0.8041
H27 -0.4457 -3.4277 -0.6384
H28 -1.1099 0.4605 -1.0419

Cartesian forces, eV/Å:
-0.39 0.01 0.14
0.01 -0.02 0.03
-0.04 0.05 -0.04
-0.06 -0.05 0.05
-0.10 0.08 -0.05
0.11 -0.06 0.04
0.07 0.00 0.00
0.14 -0.04 -0.06
0.28 0.11 0.01
-0.25 -0.40 -0.16
0.36 0.41 0.05
-0.08 -0.04 -0.09
0.08 -0.10 0.16
-0.11 0.00 0.01
0.02 -0.01 -0.03
0.00 -0.02 0.00
-0.01 0.01 0.00
-0.01 0.03 0.00
0.01 -0.02 0.01
-0.24 0.07 -0.07
0.01 0.04 0.03
-0.01 0.00 0.00
0.01 0.00 -0.02
0.00 0.00 0.00
0.00 -0.02 0.01
-0.02 0.00 0.00
-0.02 -0.01 -0.01
0.03 -0.01 0.09
0.03 -0.01 0.00
0.02 0.01 -0.01
0.00 0.01 0.00
-0.01 0.02 0.00
-0.02 -0.01 0.00
0.10 0.16 -0.02
0.12 0.09 0.01
0.18 0.12 -0.10
-0.06 -0.19 -0.03
-0.09 0.11 -0.02
-0.10 -0.04 -0.17
-0.05 -0.05 -0.08
0.11 -0.02 -0.25
0.17 -0.25 -0.04
-0.29 0.10 0.14
0.01 0.09 0.67
0.05 0.04 -0.19
-0.08 -0.05 -0.27
0.29 0.24 0.79
-0.06 -0.05 -0.31
-0.09 -0.13 -0.27
0.00 -0.01 0.00
-0.01 -0.03 0.01
0.04 -0.02 0.05
-0.05 -0.10 -0.04
-0.03 0.02 -0.15
-0.05 0.03 -0.02
0.02 0.02 0.05
-0.08 -0.26 0.00
0.07 -0.13 0.04
0.16 0.34 0.06
0.01 -0.05 -0.02
-0.04 -0.02 -0.04
0.02 0.04 -0.02
-0.01 0.00 -0.02
0.04 -0.03 0.00
0.01 0.00 0.00
0.02 0.02 0.03
-0.01 0.02 -0.04
0.01 0.02 -0.02
0.01 -0.02 0.00
-0.04 -0.01 -0.01
0.01 -0.02 -0.01
-0.04 0.01 0.06
-0.07 -0.03 0.10

E_tot: -93292.151 eV
Orbital gap (spin up / spin down): 7.45 / 7.21 eV
LUMO level (spin up / spin down): 2.35 / 2.03 eV
Charge: -1
Relative energy (zero: lowest compared OMol25 entry of this formula, charge and spin): 19.18 kcal/mol
2S+1: 6

Here are the Mulliken charges for atoms 1 to 5, given in e: Fe 0.84; C -1.06; O -0.35; C 1.00; C -0.67

=====

Which formula does entry 2 have? C28H28CoN9OS2Si